No. 1
The following is a DFT calculation (ωB97M-V with the def2-TZVPD basis set) of a structure of composition C15H24BrClF3GdNO8P.

frontier orbital gap (alpha / beta) = 0.1893 / 0.1553 hartree
E = -5682.24878 hartree
E_HOMO (alpha / beta) = -0.5289 / -0.5287 Eh
LUMO (alpha / beta) = -9.24 / -10.16 eV
expectation value of S² = 16.441

```
! wB97M-V def2-TZVPD RIJCOSX def2/J DEFGRID3
* xyz 2 8
C 3.54 3.63 -2.35
C 2.79 2.43 -1.53
C 3.66 2.24 -0.17
C 2.82 1.04 -2.36
C 2.37 1.20 -3.90
C 2.06 -0.17 -1.62
O 0.62 0.02 -1.46
C 0.21 0.03 -0.09
O 0.55 1.37 0.44
N -0.43 2.20 -0.06
O -0.51 3.18 0.62
O -1.26 0.10 -0.08
P -1.92 -0.38 1.46
C -2.81 -1.96 0.86
O -4.27 -1.88 0.83
C -4.86 -2.52 1.91
F -5.21 -3.86 1.67
F -6.12 -1.83 2.15
F -4.10 -2.43 3.17
C -3.43 0.80 1.42
C -3.84 1.28 -0.06
O -4.13 0.50 -0.98
Br -3.88 3.26 -0.40
O -0.57 -1.45 1.80
C 0.51 -1.25 0.84
C 1.78 -1.07 1.84
C 0.42 -2.58 -0.05
C 0.09 -3.90 0.80
O 0.62 -4.14 1.89
Cl -1.17 -5.05 0.10
H 3.36 4.58 -1.72
H 3.03 3.82 -3.36
H 4.63 3.34 -2.42
H 1.73 2.81 -1.33
H 4.58 1.58 -0.38
H 3.07 1.71 0.66
H 3.99 3.25 0.27
H 3.93 0.74 -2.39
H 1.68 2.09 -4.07
H 3.32 1.23 -4.55
H 1.84 0.22 -4.19
H 2.19 -1.10 -2.29
H 2.63 -0.38 -0.65
H -2.32 -0.74 2.82
H -1.23 0.72 2.15
H -2.47 -2.12 -0.24
H -2.43 -2.90 1.41
H -4.33 0.42 2.04
H -3.09 1.76 1.97
H 2.56 -0.33 1.47
H 1.34 -0.62 2.81
H 2.24 -2.08 2.09
H -0.35 -2.40 -0.89
H 1.42 -2.76 -0.57
Gd -4.85 -1.66 4.69
*
```

---

No. 2
The following is a DFT calculation (ωB97M-V with the def2-TZVPD basis set) of a structure of composition C15H24Cl2EuNO2P.

frontier orbital gap (alpha / beta) = 0.2580 / 0.2700 hartree
E = -2763.12758 hartree
E_HOMO (alpha / beta) = -0.2557 / -0.2700 Eh
LUMO (alpha / beta) = 0.06 / 0.00 eV
relative energy (zero: lowest compared OMol25 entry of this formula, charge and spin) = 32.2 kJ/mol
expectation value of S² = 15.761

```
! wB97M-V def2-TZVPD RIJCOSX def2/J DEFGRID3
* xyz 0 8
C -3.74 -0.84 -0.32
C -3.00 -0.16 -1.28
C -1.61 0.07 -1.08
C -1.06 -0.36 0.11
C -1.75 -1.12 1.03
C -3.12 -1.36 0.83
C -0.76 0.69 -2.18
C 0.57 1.53 -1.89
N 0.32 2.60 -1.00
Eu 1.14 -0.55 -0.75
C -0.97 -1.65 2.21
P 0.59 -0.64 2.31
H -3.48 0.22 -2.19
H -3.67 -1.93 1.57
H -4.81 -0.98 -0.44
H -0.66 -2.70 2.06
H -1.51 -1.56 3.16
H -0.48 -0.09 -2.92
H -1.41 1.36 -2.75
H 1.67 1.18 -1.50
C 1.29 -1.38 3.82
C -0.16 0.86 3.05
H 0.88 1.83 -2.89
C -0.86 2.88 -0.22
C 1.19 3.71 -1.23
H 3.36 -0.71 0.62
H -0.98 3.98 -0.12
H -1.80 2.44 -0.60
H -0.75 2.49 0.81
H 0.69 4.69 -1.08
H 2.06 3.68 -0.54
H 1.62 3.64 -2.24
H -0.63 0.59 4.00
H 0.65 1.59 3.22
H -0.90 1.30 2.38
H 0.53 -1.40 4.61
H 1.63 -2.40 3.60
H 2.15 -0.78 4.14
H 3.23 0.11 0.73
Cl 3.80 -2.29 -1.61
C 2.39 -3.31 -2.04
Cl 1.17 -3.45 -0.58
C 1.64 -2.64 -3.26
O 1.56 -3.34 -4.27
O 1.24 -1.45 -3.00
H 2.72 -4.33 -2.28
*
```

---

No. 3
The following is a DFT calculation (ωB97M-V with the def2-TZVPD basis set) of a structure of composition C15H24CsN3O9.

frontier orbital gap = 0.2754 hartree
E = -1447.45103 hartree
E_HOMO = -0.2793 Eh
LUMO = -0.11 eV
relative energy (zero: lowest compared OMol25 entry of this formula, charge and spin) = 0.0 kJ/mol

```
! wB97M-V def2-TZVPD RIJCOSX def2/J DEFGRID3
* xyz 0 1
Cs 1.38 0.45 0.59
C -0.88 -2.12 1.24
O -1.15 -0.91 1.93
C -2.26 -0.23 1.37
C -2.47 1.05 2.15
O -1.45 2.02 1.89
C -1.81 2.90 0.83
C -0.67 3.86 0.58
O 0.41 3.26 -0.11
C 0.20 3.22 -1.51
H -1.72 -2.82 1.36
H 0.02 -2.56 1.66
H -0.71 -1.92 0.18
H -3.16 -0.85 1.44
H -2.07 -0.02 0.31
H -2.43 0.83 3.22
H -3.46 1.46 1.93
H -2.71 3.46 1.12
H -2.05 2.32 -0.08
H -0.28 4.18 1.55
H -1.02 4.74 0.04
H 0.13 4.23 -1.92
H -0.69 2.64 -1.77
H 1.06 2.71 -1.96
O 1.39 -2.11 -1.01
C 1.16 -2.29 -2.20
C 0.32 -1.50 -3.08
C 0.36 -1.87 -4.43
C -0.37 -1.20 -5.37
C -1.21 -0.12 -5.01
C -1.27 0.24 -3.70
C -0.51 -0.39 -2.65
O -0.61 0.02 -1.46
N -0.30 -1.61 -6.76
O -0.96 -0.98 -7.58
O 0.42 -2.55 -7.05
H 1.64 -3.15 -2.71
H 0.97 -2.71 -4.74
H -1.79 0.39 -5.76
H -1.92 1.06 -3.40
C 4.13 -2.65 4.47
O 3.01 -1.88 4.90
C 2.62 -0.92 4.02
O 3.16 -0.71 2.96
N 1.55 -0.26 4.55
N 0.88 0.68 3.77
H 4.30 -3.38 5.26
H 5.01 -2.03 4.34
H 3.91 -3.15 3.53
H 1.12 -0.66 5.37
H 0.77 1.55 4.27
H -0.01 0.32 3.45
*
```

---

No. 4
The following is a DFT calculation (ωB97M-V with the def2-TZVPD basis set) of a structure of composition C15H24FO10Ti.

frontier orbital gap (alpha / beta) = 0.2390 / 0.3694 hartree
E = -2287.67444 hartree
E_HOMO (alpha / beta) = -0.2553 / -0.3959 Eh
LUMO (alpha / beta) = -0.44 / -0.72 eV
expectation value of S² = 3.751

```
! wB97M-V def2-TZVPD RIJCOSX def2/J DEFGRID3
* xyz 0 4
Ti -3.26 0.95 -0.03
F -1.18 0.41 0.26
C -0.23 0.90 -2.73
C 0.46 -0.43 -2.60
C -0.03 -1.47 -3.64
O 1.13 -1.84 -4.37
C 2.20 -1.13 -3.93
O 3.28 -1.17 -4.41
O 1.84 -0.29 -2.94
H 0.25 1.66 -2.12
H -1.28 0.77 -2.44
H -0.22 1.20 -3.78
H 0.31 -0.85 -1.61
H -0.75 -1.06 -4.34
H -0.51 -2.29 -3.10
C 3.17 -1.55 -0.19
C 2.36 -0.66 0.71
C 1.42 -1.41 1.68
O 1.92 -1.08 2.97
C 2.84 -0.09 2.88
O 3.28 0.51 3.80
O 3.25 0.05 1.60
H 4.09 -1.08 -0.55
H 2.57 -1.80 -1.07
H 3.52 -2.47 0.29
H 1.83 0.10 0.14
H 1.43 -2.49 1.54
H 0.43 -0.99 1.53
C 1.20 3.54 0.66
C -0.10 3.30 1.34
C 0.00 2.43 2.62
O -0.84 3.08 3.56
C -1.26 4.26 3.06
O -1.94 5.04 3.64
O -0.67 4.51 1.87
H 1.66 2.58 0.38
H 1.98 3.99 1.28
H 1.09 4.14 -0.24
H -0.81 2.81 0.66
H 1.04 2.51 2.97
H -0.18 1.38 2.42
C -3.92 -3.16 -0.91
C -3.89 -2.11 0.17
O -4.48 -1.05 0.04
C -3.05 -2.36 1.39
H -4.06 -4.14 -0.46
H -2.90 -3.06 -1.32
H -4.66 -2.89 -1.65
H -3.57 -2.17 2.33
H -2.18 -1.69 1.34
H -2.59 -3.34 1.30
*
```

---

No. 5
The following is a DFT calculation (ωB97M-V with the def2-TZVPD basis set) of an isolated molecule of C15H24N2O4S.

frontier orbital gap = 0.3214 hartree
E = -1394.08011 hartree
SMILES string = CC[C@H](C)NC(=O)CN(c1cc(C)ccc1OC)S(C)(=O)=O
E_HOMO = -0.2986 Eh
LUMO = 0.62 eV
relative energy (zero: lowest compared OMol25 entry of this formula, charge and spin) = 1604.5 kJ/mol

```
! wB97M-V def2-TZVPD RIJCOSX def2/J DEFGRID3
* xyz 0 1
C -4.36 -1.94 -0.02
H -3.43 -2.13 -0.79
C -4.66 -0.38 -0.17
H -5.59 -0.34 0.52
H -5.14 -0.39 -1.30
C -3.72 0.36 0.30
N -2.67 0.18 -0.54
C -1.32 0.22 -0.44
O -1.01 0.01 0.74
C -0.24 0.29 -1.46
N 0.91 1.07 -0.93
S 0.65 2.43 -0.24
O 1.75 3.10 -0.71
O -0.60 2.80 -0.29
C 1.05 1.99 1.48
H 0.32 1.18 2.03
H 0.87 2.76 2.20
H 2.06 1.68 1.81
C 2.17 0.19 -0.64
C 3.26 0.78 -0.34
C 4.39 0.08 -0.14
C 4.25 -1.17 0.39
C 3.16 -1.83 0.16
C 1.94 -1.25 -0.12
O 0.80 -1.77 -0.69
C 0.75 -3.21 0.09
H -0.39 -3.65 0.01
H 1.28 -3.82 -0.50
H 0.88 -3.30 1.26
H 3.17 -3.04 0.39
H 5.26 -1.70 0.50
C 5.71 0.80 -0.06
H 5.61 1.94 0.01
H 6.39 0.40 -0.76
H 6.19 0.54 1.02
H 3.36 1.99 -0.65
H -0.62 1.04 -2.37
H -0.10 -0.61 -1.64
H -2.79 0.67 -1.62
C -4.21 2.04 0.41
H -4.51 2.13 -0.44
H -4.92 2.14 1.39
H -3.31 2.50 0.48
H -3.30 0.00 1.24
H -4.21 -2.16 0.83
H -5.09 -2.64 -0.41
*
```

---

No. 6
The following is a DFT calculation (ωB97M-V with the def2-TZVPD basis set) of a structure of composition C15H24N3O3S.

frontier orbital gap = 0.3062 hartree
E = -1373.38123 hartree
E_HOMO = -0.4660 Eh
LUMO = -4.35 eV
relative energy (zero: lowest compared OMol25 entry of this formula, charge and spin) = 1463.2 kJ/mol

```
! wB97M-V def2-TZVPD RIJCOSX def2/J DEFGRID3
* xyz 1 1
C -6.46 -2.42 1.40
C -5.21 -1.50 0.94
C -4.74 -1.63 -0.52
C -3.78 -0.76 -0.98
C -2.49 -1.07 -0.36
C -1.41 -0.21 -0.80
H -0.51 -0.53 -0.18
H -1.29 -0.40 -2.02
C -1.58 1.42 -0.89
C -0.41 1.99 -1.66
O -0.35 2.16 -2.80
O 0.34 2.79 -0.96
C 0.18 2.33 0.41
C 1.15 1.58 1.11
O 1.04 0.91 2.00
C 2.30 1.16 0.34
N 3.16 0.01 1.04
C 3.26 -1.16 0.43
N 4.57 -1.50 0.11
N 4.41 -2.73 -0.29
C 3.21 -3.20 -0.79
S 1.87 -2.01 -0.08
H 3.05 -4.01 -1.12
H 2.43 0.16 2.04
H 4.06 0.66 1.02
H 2.15 0.83 -0.78
H 2.95 1.92 0.04
C 0.41 3.98 1.26
H -0.37 4.54 1.00
H 1.43 4.13 1.26
H 0.15 3.78 2.30
C -1.33 1.97 0.47
H -1.94 2.88 0.79
H -1.44 1.15 1.37
H -2.53 1.59 -1.20
H -2.59 -0.38 0.86
H -2.22 -1.95 -0.38
H -4.22 0.31 -0.56
H -3.67 -0.83 -2.01
H -4.64 -2.61 -0.51
H -5.69 -1.69 -0.99
H -4.67 -1.60 1.87
H -5.77 -0.50 1.10
H -7.42 -2.38 0.69
H -6.93 -2.19 2.27
H -6.06 -3.52 1.19
*
```